Entry 1:
Below is 3 unconnected molecules or ions with the total composition C6H14O, with properties calculated with the ωB97M-V functional and the def2-TZVPD basis.

Geometry as XYZ:
```
21
C6H14O the ωB97M-V functional and the def2-TZVPD basis
O 1.14285 -1.12828 -0.49715
C -1.21374 -0.57631 1.45775
C -1.43616 -0.14421 -1.00118
C -0.85854 1.73629 0.56419
C 0.81561 0.01598 0.06491
C 2.41749 -1.35814 -0.82397
C -0.66992 0.24597 0.26760
H -1.09916 -1.65279 1.28730
H 1.86960 0.81057 -1.21213
H 1.50571 0.39125 0.82631
H -1.91550 1.96052 0.74676
H -1.06461 0.41808 -1.86425
H 2.46294 0.19826 -1.49909
H -0.29346 2.03377 1.45626
H 2.51235 -2.31341 -1.33983
H -2.28464 -0.37260 1.59735
H 3.15594 -1.14410 -0.04962
H -0.51320 2.34327 -0.27888
H -2.50459 0.06851 -0.87932
H -0.70492 -0.32094 2.39510
H -1.32405 -1.21167 -1.21811
```

- E_tot (Ha) = -312.0953
- charge = 0
- ΔE to the lowest compared entry with this formula, charge and spin (kcal per mole) = 100.21
- LUMO level (eV) = 0.78

Entry 2:
Below is a single C25H26N4O6 molecule, with properties calculated with the ωB97M-V functional and the def2-TZVPD basis.

Geometry as XYZ:
```
61
C25H26N4O6 the ωB97M-V functional and the def2-TZVPD basis
O -3.53986 0.51697 -3.89937
O -1.56257 -3.77666 -1.63889
O 1.68337 -3.03372 0.07706
O 3.16576 1.45816 1.85717
O -1.23943 -3.30858 0.53670
O 1.74305 -3.76566 2.80906
N -2.52092 2.47877 -3.30578
N -0.89223 2.54237 -1.59501
N -0.23253 0.63502 -0.48933
N 0.56992 -1.14146 0.66046
C 0.87407 -2.71727 4.56740
C 3.14592 2.01093 0.56754
C -1.01116 1.21828 -1.42956
C 0.71975 1.44064 0.25234
C -3.25699 3.13792 -4.24154
C 1.13132 -2.65178 2.35843
C -0.23815 -0.72981 -0.24450
C -3.13141 4.47506 -4.42178
C -1.31617 -4.69911 0.85989
C 1.12078 -2.35336 0.91489
C 3.81734 -0.22233 3.41277
C 2.11389 1.37197 -0.37077
C -2.75774 -5.18138 0.91893
C -2.72294 1.05581 -3.18592
C 1.58651 -3.79766 4.13397
C -1.47103 4.55478 -2.67782
C -1.89743 0.43867 -2.19164
C 3.73007 0.16079 1.94455
C 0.57420 -1.96857 3.41144
C -1.62081 3.14346 -2.50555
C -1.96277 -0.95135 -1.95003
C -0.48966 5.25508 -1.79999
C -1.19050 -1.52610 -0.98821
C -2.21927 5.19528 -3.62263
C -1.33342 -2.99007 -0.75694
H -2.11600 6.26034 -3.76393
H 3.11084 -0.56971 1.40917
H 2.12726 1.89729 -1.32664
H -0.75266 -5.26300 0.11035
H 4.43519 0.49191 3.95033
H 2.90025 3.06643 0.71856
H 0.60156 -2.48843 5.57742
H -0.82946 -4.78817 1.83301
H 2.01819 -4.62585 4.66154
H -3.92801 2.50684 -4.80594
H 2.82367 -0.22350 3.85168
H 4.73269 0.16564 1.48916
H 4.14355 1.94285 0.10664
H -2.64625 -1.54870 -2.53534
H -3.32600 -4.58386 1.62827
H 0.49318 4.80212 -1.91000
H -3.72225 4.97880 -5.16793
H 4.24790 -1.21501 3.50886
H 0.35532 2.46728 0.25942
H -0.43456 6.31131 -2.04604
H -2.77893 -6.22123 1.23210
H 0.77374 1.04442 1.26817
H -0.77984 5.14096 -0.75746
H 2.37411 0.32796 -0.54755
H -3.21691 -5.09958 -0.06295
H 0.02450 -1.05217 3.35177
```

- SMILES = CCOCCCn1/c(=N/C(=O)c2ccco2)c(C(=O)OCC)cc2c(=O)n3cccc(C)c3nc21
- E_tot (Ha) = -1638.7666
- charge = 0
- ΔE to the lowest compared entry with this formula, charge and spin (kcal per mole) = 50.74
- LUMO level (eV) = -0.68

Entry 3:
Below is a gas-phase ion, C5H11N2 (charge +1), with properties calculated with the ωB97M-V functional and the def2-TZVPD basis.

Geometry as XYZ:
```
18
C5H11N2 the ωB97M-V functional and the def2-TZVPD basis
N 1.04546 -0.58807 0.10229
N 2.56266 1.11663 0.72923
C -1.25005 0.05831 -0.29196
C -0.57533 -2.36020 -0.60738
C -0.24572 -0.93211 -0.21657
C -1.76778 1.67411 0.06685
C 1.39500 0.63487 0.47867
H -2.15060 -0.31489 -0.62149
H 1.69774 -1.37243 0.05261
H -1.80381 1.71140 1.23730
H 2.85666 2.13336 0.88274
H -0.27128 -2.62643 -1.64416
H -1.71623 -2.41248 -0.61424
H -2.67055 1.86633 -0.49585
H 0.56898 1.44352 0.40157
H -1.00091 2.40489 -0.01662
H -0.11524 -3.09434 0.08938
H 3.44098 0.65752 0.46762
```

- 2S+1 = 3
- E_tot (Ha) = -306.2008
- charge = +1
- ΔE to the lowest compared entry with this formula, charge and spin (kcal per mole) = 23.73
- LUMO level (spin up / spin down) (eV) = -2.88 / -6.31

Entry 4:
Below is a single C2H4OS molecule, with properties calculated with the ωB97M-V functional and the def2-TZVPD basis.

Geometry as XYZ:
```
8
C2H4OS the ωB97M-V functional and the def2-TZVPD basis
S 2.16747 0.86704 -0.58261
O 0.58093 0.82252 -0.02299
C -1.29120 -0.54804 0.91959
C -0.10024 -0.32356 -0.10327
H -1.88875 -1.41552 0.76571
H 0.16846 -1.09611 -0.79954
H 1.89092 1.44964 -1.76573
H -1.52759 0.24402 1.58884
```

- SMILES = C=COS
- E_tot (Ha) = -551.9132
- charge = 0
- ΔE to the lowest compared entry with this formula, charge and spin (kcal per mole) = 72.46
- LUMO level (eV) = 0.35

Entry 5:
Below is a molecular structure, C8H7F3MgO4, with properties calculated with the ωB97M-V functional and the def2-TZVPD basis.

Geometry as XYZ:
```
23
C8H7F3MgO4 the ωB97M-V functional and the def2-TZVPD basis
Mg 1.28498 -0.57822 -5.00750
F 0.37997 -2.52577 -1.04463
F 0.51873 -2.06571 -3.18150
F -1.41656 -2.29032 -2.18625
O -0.07271 0.41679 -3.91479
O -0.21034 1.95241 -2.25262
O 0.21143 1.18216 3.98912
O -0.51209 2.70467 -0.18035
C -0.18734 -1.82750 -1.98459
C -0.63097 -0.25298 0.89912
C -0.28826 -0.34895 -1.69753
C -0.17988 0.72410 -2.72011
C -0.43320 1.77637 -0.83868
C 0.50765 -0.00219 3.25392
C -0.46720 0.29187 -0.51790
C 0.58831 0.31622 1.72674
H 1.52684 -0.29021 3.57919
H -0.17867 -0.83162 3.51347
H -1.61426 0.04167 1.31198
H 0.71703 1.40676 1.58445
H 1.49638 -0.14946 1.28633
H -0.44753 1.70727 3.51240
H -0.59233 -1.35735 0.86973
```

- E_tot (Ha) = -1109.0159
- charge = +2
- ΔE to the lowest compared entry with this formula, charge and spin (kcal per mole) = 12.44
- LUMO level (eV) = -12.21

Entry 6:
Below is a molecular structure, C15H29InN8O2S, with properties calculated with the ωB97M-V functional and the def2-TZVPD basis.

Geometry as XYZ:
```
56
C15H29InN8O2S the ωB97M-V functional and the def2-TZVPD basis
In -1.90965 0.24985 -0.35945
S -4.56087 -0.26267 0.16030
O -3.04335 2.16907 -1.83109
O -3.61994 4.11330 -1.10488
N -2.34717 1.29916 2.54899
N -2.79016 2.52688 0.28468
N -5.85924 -1.97045 -1.38829
N -3.18134 4.58895 1.41682
N -2.53598 2.68774 2.52570
N -4.85338 -0.21709 -2.47974
N -3.17262 3.00041 -0.92410
N 2.16179 0.15482 0.32666
C 2.06700 -2.10912 0.66332
C 3.99020 -3.44628 0.44415
C -2.85426 3.30624 1.36752
C -5.13556 -0.86451 -1.34528
C 3.26972 1.56675 -1.38976
C 4.83211 -2.35216 0.11704
C 4.26815 -1.11342 0.05115
C 1.80727 -4.58352 1.04943
C 2.85596 -0.93897 0.32788
C -6.47358 -2.52013 -2.58962
C 3.62441 1.94217 1.11543
C 1.41375 2.40620 0.04752
C 6.29651 -2.57189 -0.14342
C 2.64303 1.49537 0.01312
C 2.61744 -3.36178 0.71857
H 0.74047 2.16874 -0.77729
H -5.30569 -0.45064 -3.34920
H -4.41587 0.68995 -2.41202
H 3.36233 2.61673 -1.66554
H -2.70599 3.17135 3.39521
H 2.43314 -5.47176 1.10055
H -6.82484 -3.52313 -2.36908
H 2.62164 1.08567 -2.12297
H 1.01605 -1.92570 0.85086
H 4.87765 -0.25873 -0.19407
H -7.32183 -1.91530 -2.91325
H 3.14176 1.91863 2.09244
H 4.52152 1.32889 1.15557
H 6.90038 -2.05981 0.60604
H 0.87417 2.28173 0.98735
H 3.92247 2.96971 0.90969
H 6.55232 -3.62870 -0.11564
H 1.71799 3.44847 -0.04629
H 1.30751 -4.46704 2.01062
H -5.74064 -2.59495 -3.39303
H -3.21870 5.08038 2.29423
H 4.45179 -4.42856 0.48401
H 1.04168 -4.75322 0.29235
H -6.05287 -2.39904 -0.49784
H 6.57761 -2.18150 -1.12114
H -1.59105 1.08365 3.18645
H -3.46052 5.05220 0.56515
H -3.19376 0.84095 2.87479
H 4.26101 1.12612 -1.45063
```

- E_tot (Ha) = -1765.1893
- charge = +2
- ΔE to the lowest compared entry with this formula, charge and spin (kcal per mole) = 2.81
- LUMO level (eV) = -8.27